1.
# C9H7F2N3

2 unconnected molecules or ions with the total composition C9H7F2N3 (ωB97M-V/def2-TZVPD, the OMol25 dataset).

Computed properties:
Charge: 0
Largest force on an atom in eV/A: 5.09
E in eV: -19344.847

```
21
C9H7F2N3 | the OMol25 dataset | ωB97M-V/def2-TZVPD
F 0.16 2.26 -1.70
F -0.68 0.88 -3.25
N -1.50 -0.76 -1.06
N -1.73 -1.37 0.07
N -0.83 0.40 -1.03
C -0.98 -0.74 2.36
C 0.24 1.53 1.04
C 0.40 1.26 2.36
C -0.15 0.98 -2.02
C -1.01 -0.67 0.95
C 1.76 -1.56 -2.90
C -0.17 0.10 3.04
C -0.44 0.49 0.30
C 2.39 -1.71 -1.90
H 0.06 0.11 4.16
H 2.75 -1.55 -0.86
H 1.60 -1.41 -3.96
H 0.61 2.39 0.62
H -1.94 -1.05 -1.99
H 0.99 1.94 2.95
H -1.53 -1.52 2.81
```

***

2.
# C9H7FI2O2

A molecular structure, C9H7FI2O2 (ωB97M-V/def2-TZVPD, the OMol25 dataset).

Computed properties:
Charge: 0
Largest force on an atom in eV/A: 4.24
E in eV: -32457.717

```
21
C9H7FI2O2 | the OMol25 dataset | ωB97M-V/def2-TZVPD
I -4.17 -2.06 0.15
I -4.40 1.91 -0.17
F -3.11 0.57 1.96
O -1.45 -1.34 0.66
O -1.58 1.55 0.73
C -2.41 -0.84 -0.18
C 1.99 1.01 1.35
C 0.87 -1.12 0.88
C -2.07 -0.55 -1.61
C -2.70 0.85 0.71
C -0.33 -0.46 0.75
C -0.35 0.88 0.78
C 0.80 1.68 1.07
C 1.99 -0.40 1.33
H 2.77 1.63 1.74
H -2.81 -0.79 -2.35
H -1.23 -1.03 -1.88
H 0.90 -2.18 0.87
H 0.72 2.81 1.10
H 2.89 -0.83 1.42
H -1.92 0.49 -1.58
```

***

Please write out number 1 again, unchanged.
# C9H7F2N3

2 unconnected molecules or ions with the total composition C9H7F2N3 (ωB97M-V/def2-TZVPD, the OMol25 dataset).

Computed properties:
Charge: 0
Largest force on an atom in eV/A: 5.09
E in eV: -19344.847

```
21
C9H7F2N3 | the OMol25 dataset | ωB97M-V/def2-TZVPD
F 0.16 2.26 -1.70
F -0.68 0.88 -3.25
N -1.50 -0.76 -1.06
N -1.73 -1.37 0.07
N -0.83 0.40 -1.03
C -0.98 -0.74 2.36
C 0.24 1.53 1.04
C 0.40 1.26 2.36
C -0.15 0.98 -2.02
C -1.01 -0.67 0.95
C 1.76 -1.56 -2.90
C -0.17 0.10 3.04
C -0.44 0.49 0.30
C 2.39 -1.71 -1.90
H 0.06 0.11 4.16
H 2.75 -1.55 -0.86
H 1.60 -1.41 -3.96
H 0.61 2.39 0.62
H -1.94 -1.05 -1.99
H 0.99 1.94 2.95
H -1.53 -1.52 2.81
```